A structure of composition C36H56N8O2S. Source: the Open Molecules 2025 dataset; level of theory: the ωB97M-V functional and the def2-TZVPD basis.

Structure (XYZ):
```
103
Properties=species:S:1:pos:R:3:forces:R:3
C 0.656064 -1.302926 -1.941010 -0.4 -0.6 -0.1
C -0.350110 -1.028458 -0.789292 1.0 1.7 -0.1
C -0.037760 0.412982 -0.209920 -1.6 0.1 -0.7
C -1.064444 0.995359 0.726786 1.4 -1.4 -3.5
N -1.870538 1.460601 1.414401 11.5 -9.6 1.2
H 0.474573 -2.293457 -2.358154 -0.3 0.0 -0.2
H 1.703958 -1.323460 -1.641686 -2.3 -0.5 0.0
H 0.652000 -0.578182 -2.755148 -0.5 -0.1 0.2
H -0.235170 -1.708864 0.054471 0.3 0.6 -1.2
H -1.391761 -1.170536 -1.077169 0.0 0.4 -0.3
H 0.094295 1.138982 -1.012158 -0.8 -0.5 0.1
H 0.963368 0.447447 0.219796 -2.0 -0.8 -0.8
C -1.491014 0.133321 -3.841262 -0.9 -5.2 -8.0
C -1.418957 -0.957243 -4.923875 -0.8 -0.7 -1.0
C -2.846432 -1.445368 -5.399380 0.7 -1.3 0.7
C -2.987892 -2.906452 -5.592112 -0.4 -4.0 -0.4
N -3.128954 -4.073050 -5.772649 0.6 4.3 0.7
H -1.636697 1.046334 -4.418576 -1.6 -1.5 -0.7
H -0.479296 0.423309 -3.557660 0.8 -4.2 -3.0
H -2.202414 -0.104280 -3.050343 -0.2 -0.6 -0.5
H -0.725047 -1.713453 -4.556813 -0.7 -0.8 0.0
H -0.891440 -0.607958 -5.811477 0.0 0.5 0.0
H -3.236067 -1.070729 -6.345925 0.3 0.7 0.2
H -3.512773 -1.174395 -4.580433 -0.4 0.0 -0.2
C -1.033115 2.270078 3.440083 0.4 -0.2 1.1
C -0.930133 0.729129 3.246675 1.1 0.4 4.0
C -0.340153 0.041936 4.585743 0.0 -0.4 -1.5
C -1.223685 -0.028632 5.732919 -3.5 0.9 3.2
N -2.056038 -0.082116 6.582541 3.3 0.1 -3.1
H -1.589907 2.536102 4.338582 0.3 0.1 0.3
H -1.537828 2.725886 2.588255 1.0 0.4 1.2
H -0.022824 2.674169 3.504441 0.2 0.1 0.2
H -0.190693 0.680499 2.447321 -0.7 -1.1 1.4
H -1.871500 0.202998 3.088228 0.2 0.3 -0.2
H 0.685016 0.365961 4.765034 -0.4 0.3 0.6
H -0.236965 -1.025437 4.390395 0.2 -0.1 -0.5
C 5.458261 0.045324 -1.676144 -0.3 0.2 0.7
C 4.528058 0.011204 -0.462533 -0.9 1.9 -1.2
C 3.009085 0.061401 -0.949819 1.0 1.5 1.4
C 2.349906 1.371073 -1.281474 6.9 -8.5 2.0
N 1.813483 2.248121 -1.630626 -2.5 6.3 -2.3
H 5.247858 0.847668 -2.383311 -0.2 0.0 0.0
H 5.278920 -0.919621 -2.150300 0.6 0.1 -0.4
H 6.477147 0.198795 -1.320592 0.2 -0.4 -0.3
H 4.636695 0.869916 0.199963 0.3 0.3 -0.1
H 4.807928 -0.828227 0.173970 -0.7 0.2 -0.6
H 2.425230 -0.152207 -0.054503 0.5 -0.7 -0.5
H 2.757288 -0.683287 -1.704890 1.3 1.5 0.1
C -0.877549 4.897683 -1.580654 -0.1 -1.0 0.0
C -2.036071 3.962817 -1.219866 -0.9 1.0 -0.7
C -2.537797 3.435840 -2.584981 0.1 0.1 0.2
S -1.107655 2.632449 -3.256404 -0.1 2.4 3.8
O -1.162687 2.877522 -4.680814 0.9 -0.7 -0.3
O -0.997585 1.247667 -2.662242 1.7 13.0 8.6
C 0.016886 3.924516 -2.398705 -0.8 1.2 -0.7
H -0.411918 5.362184 -0.711440 0.5 -0.8 0.3
H -1.165707 5.814417 -2.095112 -0.5 -0.4 -0.7
H -2.834129 4.479857 -0.687071 0.0 -0.3 0.1
H -1.642564 3.128417 -0.639306 -0.1 0.0 0.1
H -2.557669 4.217581 -3.344303 -0.7 0.5 0.3
H -3.470139 2.871843 -2.612441 0.3 -0.2 0.1
H 0.525609 4.508252 -3.165877 0.3 -0.6 -0.3
H 0.716829 3.323935 -1.817758 -0.9 1.1 -0.3
N 1.809349 -1.736219 3.118270 -0.5 3.3 0.7
C 2.573702 -0.706284 3.761814 0.2 -2.5 0.4
C 2.593761 0.391438 2.966782 0.5 0.1 1.9
C 1.692200 0.175845 1.949835 1.3 -0.3 -0.9
C 1.325649 -1.155291 1.966271 -2.0 1.0 1.7
H 1.736782 -2.728255 3.293485 0.0 0.3 0.3
H 3.019832 -0.875142 4.730768 0.2 -0.2 -0.2
H 3.183834 1.270200 3.181265 -0.3 0.1 0.0
H 1.558512 0.943388 1.201919 0.3 0.0 1.3
H 0.658814 -1.722328 1.333666 0.3 0.8 1.3
N 0.328607 -4.768736 2.659623 0.9 -0.5 0.2
C -0.964130 -4.861836 3.025692 -1.1 0.4 -0.3
C -1.694344 -4.043361 2.151547 -0.4 -1.0 2.0
C -0.788516 -3.411513 1.345664 2.2 -0.5 -1.7
C 0.511229 -3.955779 1.578846 -1.9 0.3 0.6
H 1.078715 -5.206573 3.175126 -0.1 -0.1 -0.3
H -1.239678 -5.447834 3.890029 -0.1 0.0 -0.2
H -2.761991 -3.882129 2.128458 0.1 -0.1 0.2
H -1.049650 -2.678305 0.596917 -0.3 -1.0 0.4
H 1.510242 -3.814993 1.193429 -0.4 0.0 -0.1
N 4.426080 -3.179745 -0.711945 -2.2 0.5 -0.4
C 4.519298 -2.908984 0.592276 0.6 0.7 2.7
C 3.432775 -2.123002 1.105397 1.0 -4.2 -2.9
C 2.471442 -2.301406 0.025149 2.4 0.3 -0.1
C 3.159243 -2.737183 -1.093659 -0.7 -2.1 0.3
H 4.975516 -3.869462 -1.204392 -0.1 0.3 0.1
H 5.383331 -3.367994 1.049611 0.2 0.6 0.6
H 3.168189 -1.704212 2.065095 2.1 -0.7 -0.9
H 1.445590 -1.969973 0.089890 1.3 -0.5 -1.0
H 2.706899 -3.050824 -2.022862 0.4 0.1 -0.2
N -3.356717 2.224757 1.290624 -12.6 4.7 -1.9
C -3.849141 2.366167 2.555230 0.2 -0.2 0.9
C -5.240936 2.241766 2.543376 1.8 1.1 2.0
C -5.586080 2.100077 1.229536 -2.1 -1.1 -1.5
C -4.458777 2.029031 0.503398 1.5 0.8 -2.1
H -2.404970 2.358645 0.980210 -2.2 4.5 -2.0
H -3.074640 2.378439 3.307818 -1.3 0.3 0.4
H -5.870868 2.414303 3.403506 0.0 -0.3 -0.1
H -6.562567 1.902676 0.812495 -0.1 0.1 0.1
H -4.303967 1.965390 -0.563553 -0.2 -0.2 -0.1
```
Forces are in eV/Å.

LUMO = 0.12 eV
Frontier orbital gap = 7.4 eV
Charge = 0

Results of the Mulliken charge analysis, in e, for atoms 1 through 99: -0.867 -0.166 3.017 -0.530 -0.139 0.504 -2.345 -0.113 -0.138 1.454 -0.595 -1.891 -1.019 -1.093 -0.256 0.122 -0.492 0.638 0.439 0.397 0.408 0.442 0.322 0.248 -1.927 0.982 -0.513 0.112 -0.623 0.316 0.658 0.348 -1.219 0.789 0.342 0.140 -1.527 -1.097 0.877 0.260 -0.217 0.312 0.354 0.436 0.658 0.285 -0.168 2.017 -1.153 0.382 -1.017 1.109 -0.833 -0.460 -0.209 0.460 0.345 0.646 -0.699 0.516 0.329 0.625 -0.201 0.361 -1.949 -1.286 0.699 1.365 0.416 0.252 0.595 0.686 -1.841 0.093 -0.546 -1.242 0.165 -1.934 0.296 0.438 0.477 1.262 1.658 0.088 -1.622 -0.867 0.736 -0.915 0.282 0.466 0.785 1.161 0.540 0.281 -0.460 -0.792 -0.712 -0.287 0.119